Record 1
A molecular structure, C30H22CoN3O3 at a distorted geometry. Source: the OMol25 dataset; level of theory: ωB97M-V/def2-TZVPD.

Atoms and positions in Å:
Co -0.40 -0.01 -0.11
C -2.82 -2.31 2.55
O -1.86 -3.33 2.75
C -0.54 -3.01 2.79
C 0.24 -3.74 3.67
C 1.61 -3.52 3.78
C 2.20 -2.56 3.00
C 1.46 -1.82 2.07
C 2.15 -0.82 1.29
N 1.60 -0.08 0.41
N 2.32 0.87 -0.23
C 1.51 1.79 -0.71
O 0.26 1.84 -0.36
C 2.02 2.77 -1.67
C 1.24 3.88 -2.00
C 1.67 4.78 -2.96
C 2.87 4.57 -3.61
C 3.64 3.45 -3.31
C 3.22 2.56 -2.34
C 0.06 -2.06 1.93
O -0.65 -1.46 1.00
H -3.78 -2.73 2.86
H -2.88 -2.00 1.50
H -2.60 -1.43 3.16
H -0.26 -4.50 4.26
H 2.19 -4.10 4.48
H 3.27 -2.37 3.09
H 3.21 -0.68 1.50
H 0.30 4.02 -1.48
H 1.06 5.64 -3.21
H 3.21 5.27 -4.36
H 4.57 3.28 -3.83
H 3.81 1.69 -2.09
C 0.94 -0.64 -4.21
C -0.14 -0.09 -4.88
C -1.27 0.27 -4.18
C -1.32 0.09 -2.80
C -0.23 -0.45 -2.11
C 0.90 -0.81 -2.83
C -2.48 0.47 -1.98
C -3.80 0.58 -2.47
C -4.83 0.84 -1.61
C -4.57 1.03 -0.24
C -5.57 1.30 0.72
C -5.23 1.52 2.03
C -3.89 1.49 2.44
C -2.89 1.22 1.53
C -3.22 0.96 0.18
N -2.22 0.66 -0.69
H 1.83 -0.93 -4.76
H -0.09 0.06 -5.95
H -2.11 0.73 -4.71
H 1.76 -1.23 -2.32
H -3.99 0.43 -3.53
H -5.85 0.90 -1.97
H -6.60 1.34 0.40
H -6.00 1.73 2.76
H -3.64 1.68 3.47
H -1.85 1.21 1.82

- ⟨S²⟩: 6.02
- Molecular weight: 531.457 u
- DFT total energy: -2929.1350 hartree
- Kohn-Sham gap (alpha / beta): 7.0 / 6.8 eV
- Highest occupied orbital energy (alpha / beta): -7.59 / -7.80 eV
- Largest force on an atom: 1.135 eV/Å
- Multiplicity: 5
- Relative energy (zero: lowest compared OMol25 entry of this formula, charge and spin): 6.55 kcal/mol



Record 2
A molecular structure, C30H22F6I2N4O4P2ReS3Se2 at a distorted geometry. Source: the OMol25 dataset; level of theory: ωB97M-V/def2-TZVPD.

Atoms and positions in Å:
Re -0.13 -0.97 -0.65
F -0.05 -0.55 4.53
C 0.31 0.22 3.53
F -0.60 1.16 3.32
F 1.49 0.76 3.76
S 0.42 -0.81 1.97
O -0.95 -0.98 1.46
O 1.21 -0.06 0.95
N 1.08 -2.13 2.47
S 1.47 -3.16 1.32
O 1.18 -2.58 -0.02
O 2.75 -3.75 1.48
C 0.20 -4.53 1.47
F -0.97 -4.02 1.84
F 0.60 -5.41 2.36
F 0.06 -5.11 0.29
I 0.94 3.26 0.34
C 2.76 3.67 1.33
I 4.36 2.39 0.78
H 2.60 3.56 2.40
H 3.06 4.69 1.09
Se -6.14 1.61 -3.04
P -4.21 2.23 -3.66
C -4.03 4.03 -3.57
C -4.25 4.67 -2.36
C -4.23 6.04 -2.29
C -4.01 6.80 -3.44
C -3.80 6.16 -4.65
C -3.81 4.78 -4.72
C -3.73 1.77 -5.34
C -4.69 1.41 -6.28
C -4.31 1.19 -7.60
C -2.99 1.35 -7.98
C -2.03 1.72 -7.05
C -2.40 1.92 -5.73
C -2.92 1.52 -2.60
C -2.40 0.25 -2.38
N -1.51 0.41 -1.36
N -1.47 1.68 -1.02
N -2.30 2.36 -1.74
P -2.72 -1.42 -2.92
Se -1.94 -2.53 -1.17
C -1.85 -1.96 -4.41
C -0.78 -2.84 -4.29
C -0.12 -3.30 -5.41
C -0.53 -2.89 -6.67
C -1.59 -2.00 -6.80
C -2.25 -1.54 -5.68
C -4.49 -1.74 -3.01
C -5.14 -2.27 -1.89
C -6.50 -2.53 -1.94
C -7.21 -2.29 -3.10
C -6.57 -1.77 -4.21
C -5.22 -1.49 -4.17
H -4.44 4.08 -1.46
H -4.40 6.54 -1.35
H -4.01 7.87 -3.38
H -3.64 6.75 -5.55
H -3.66 4.30 -5.68
H -5.72 1.31 -5.96
H -5.06 0.91 -8.33
H -2.71 1.20 -9.01
H -1.01 1.86 -7.35
H -1.65 2.22 -5.00
H -0.46 -3.19 -3.32
H 0.70 -3.99 -5.30
H -0.02 -3.25 -7.55
H -1.91 -1.67 -7.77
H -3.06 -0.84 -5.82
H -4.60 -2.47 -0.98
H -6.99 -2.93 -1.07
H -8.27 -2.50 -3.14
H -7.13 -1.57 -5.12
H -4.76 -1.07 -5.05
S 1.38 -0.33 -3.64
C 0.70 -0.68 -2.31

- Molecular weight: 1372.602 u
- DFT total energy: -9629.0923 hartree
- Kohn-Sham gap (alpha / beta): 4.2 / 4.2 eV
- Highest occupied orbital energy (alpha / beta): -10.10 / -10.10 eV
- Largest force on an atom: 1.240 eV/Å
- Charge: +1
- Relative energy (zero: lowest compared OMol25 entry of this formula, charge and spin): 26.49 kcal/mol



Record 3
A molecular structure, C30H22N6NiOS. Source: the OMol25 dataset; level of theory: ωB97M-V/def2-TZVPD.

Atoms and positions in Å:
Ni -0.26 0.53 0.22
C -4.03 -0.81 -1.23
C -2.84 -0.10 -1.14
N -1.99 -0.32 -0.15
C -2.32 -1.26 0.76
C -3.52 -1.95 0.65
N -4.37 -1.72 -0.34
C -1.31 -1.47 1.81
C -1.36 -2.33 2.89
C -0.28 -2.37 3.78
C 0.81 -1.53 3.55
C 0.80 -0.69 2.46
N -0.24 -0.69 1.62
C 1.84 0.27 2.04
C 3.06 0.48 2.65
N 3.93 1.37 2.18
C 3.58 2.06 1.11
C 2.36 1.88 0.47
N 1.50 0.98 0.94
C -0.30 -3.28 4.95
C 0.21 -2.88 6.17
C 0.16 -3.77 7.24
N -0.35 -4.99 7.14
C -0.83 -5.37 5.96
C -0.84 -4.56 4.84
H -4.72 -0.62 -2.05
H -2.57 0.65 -1.88
H -3.80 -2.70 1.38
H -2.23 -2.95 3.06
H 1.66 -1.56 4.22
H 3.35 -0.08 3.53
H 4.29 2.79 0.73
H 2.06 2.44 -0.40
H 0.62 -1.88 6.32
H 0.54 -3.48 8.21
H -1.23 -6.38 5.91
H -1.24 -4.93 3.91
O -0.09 1.86 -1.11
S -0.70 2.37 -2.43
C 0.55 3.45 -3.08
C 0.29 4.81 -2.95
C 1.24 5.71 -3.40
C 2.42 5.25 -3.96
C 2.66 3.88 -4.09
C 1.72 2.97 -3.65
C -0.65 0.99 -3.55
C -1.44 1.09 -4.69
C -1.43 0.03 -5.59
C -0.67 -1.10 -5.33
C 0.11 -1.18 -4.18
C 0.12 -0.13 -3.28
H -0.64 5.15 -2.51
H 1.05 6.77 -3.31
H 3.15 5.96 -4.32
H 3.58 3.54 -4.55
H 1.89 1.91 -3.77
H -2.03 1.97 -4.88
H -2.03 0.09 -6.49
H -0.67 -1.92 -6.04
H 0.70 -2.06 -3.99
H 0.73 -0.18 -2.38

- Molecular weight: 573.307 u
- DFT total energy: -3466.2019 hartree
- Kohn-Sham gap (alpha / beta): 7.1 / 7.1 eV
- Highest occupied orbital energy (alpha / beta): -14.23 / -14.23 eV
- Largest force on an atom: 0.344 eV/Å
- Charge: +2
- Relative energy (zero: lowest compared OMol25 entry of this formula, charge and spin): 0.79 kcal/mol



Record 4
3 unconnected molecules or ions with the total composition C30H22O10 at a distorted geometry. Source: the OMol25 dataset; level of theory: ωB97M-V/def2-TZVPD.

Atoms and positions in Å:
C 3.21 4.94 -3.07
C 1.98 5.97 -2.95
C 2.25 7.27 -2.11
C 1.14 8.33 -1.95
C -0.25 8.07 -2.63
C -0.50 6.76 -3.46
C 0.62 5.67 -3.64
C 0.29 4.40 -4.53
C 0.32 3.00 -3.75
C -0.18 1.85 -4.45
C -0.16 0.36 -3.81
O -1.05 -0.49 -4.06
C 1.11 0.08 -2.85
C 1.76 -1.33 -2.69
C 3.02 -1.52 -1.79
C 3.58 -0.25 -1.07
C 2.92 1.16 -1.17
C 1.67 1.34 -2.08
C 0.91 2.75 -2.29
O 0.76 3.56 -1.34
H 2.97 4.19 -3.90
H 4.22 5.45 -3.22
H 3.28 4.39 -2.06
H 3.30 7.43 -1.66
H 1.37 9.27 -1.34
H -1.04 8.89 -2.50
H -1.53 6.65 -3.96
H -0.74 4.49 -5.03
H 1.04 4.31 -5.40
H -0.59 1.92 -5.51
H 1.36 -2.25 -3.23
H 3.49 -2.55 -1.72
H 4.52 -0.41 -0.43
H 3.30 2.10 -0.65
C -0.08 -3.36 2.83
C 0.51 -2.98 1.69
C 1.93 -3.33 1.39
O 2.42 -2.99 0.33
C 2.67 -4.08 2.41
C 2.09 -4.45 3.55
C 0.66 -4.13 3.83
O 0.15 -4.50 4.87
O 2.77 -5.15 4.50
O -0.17 -2.26 0.75
H -1.11 -3.11 3.05
H 3.71 -4.31 2.19
H 2.13 -5.30 5.22
H 0.47 -2.12 0.02
C -4.89 -3.67 3.13
C -5.87 -3.70 4.03
C -5.80 -4.58 5.23
O -6.71 -4.57 6.04
C -4.62 -5.43 5.39
C -3.63 -5.40 4.49
C -3.69 -4.51 3.30
O -2.77 -4.49 2.51
O -2.53 -6.19 4.62
O -6.99 -2.93 3.88
H -4.93 -3.04 2.25
H -4.58 -6.08 6.26
H -1.97 -5.99 3.85
H -7.54 -3.14 4.66

- Structure (SMILES): Cc1ccccc1CC1=CC(=O)c2ccccc2C1=O.O=C1C=C(O)C(=O)C=C1O.O=C1C=C(O)C(=O)C=C1O
- Molecular weight: 542.496 u
- DFT total energy: -1908.4165 hartree
- Kohn-Sham gap: 6.8 eV
- Highest occupied orbital energy: -8.46 eV
- Largest force on an atom: 5.187 eV/Å